No. 1
Below is a 15-piece molecular cluster, C27H48Cl28F5N2 overall at a distorted geometry, with properties calculated with wB97M-V/def2-TZVPD.

Its charge is +1. The calculation puts the HOMO-LUMO gap at 10.5 eV. Its spin multiplicity is 1. The calculation puts the total energy at -395966.7019 eV.

Structure (XYZ):
```
110
C27H48Cl28F5N2, DFT wB97M-V/def2-TZVPD
C 4.7815 -3.7436 2.7592
C 4.6091 -3.4247 1.3430
C 5.8980 -3.5871 0.6053
C 4.1360 -2.0224 1.2478
C 3.3640 -1.7599 -0.0154
N 2.0584 -1.1864 0.2365
C 1.6055 -0.0277 -0.2616
C 0.4405 0.1058 0.1101
N 0.1309 -0.9381 0.8880
C -1.1667 -1.0927 1.5082
C -1.9851 -2.0427 0.7390
C -1.5617 -3.4685 0.9244
C -1.2460 -4.2224 -0.2973
F 0.0553 -4.1643 -0.5286
F -1.8408 -3.7448 -1.3527
C -1.6101 -5.6939 -0.1968
F -2.8389 -5.8635 -0.5576
F -1.4807 -6.1360 1.0109
F -0.8736 -6.4044 -0.9784
C 1.1655 -1.6899 0.9631
H 3.8346 -3.9237 3.1879
H 5.3614 -4.6126 2.8836
H 5.2359 -2.9459 3.2803
H 3.8867 -4.0643 0.9166
H 5.7450 -3.7509 -0.4175
H 6.4901 -2.7328 0.7162
H 6.4354 -4.4042 0.9870
H 4.9849 -1.4114 1.2444
H 3.5849 -1.7646 2.1179
H 3.8808 -1.1044 -0.6395
H 3.2654 -2.6464 -0.5487
H 2.1457 0.6168 -0.8555
H -0.2510 0.8503 -0.0804
H -1.1016 -1.3258 2.5277
H -1.6329 -0.1571 1.4706
H -2.0142 -1.6882 -0.2645
H -2.9734 -1.9537 1.0779
H -0.7428 -3.5670 1.5685
H -2.3443 -3.9731 1.4039
H 1.2640 -2.5649 1.5161
C -5.8368 -3.7592 1.6572
Cl -7.2294 -2.7571 1.2589
Cl -4.6859 -2.9331 2.7346
H -6.1795 -4.6557 2.1532
H -5.3222 -4.0057 0.7381
C -0.7549 4.0437 1.4410
Cl -2.0042 3.0768 0.6241
Cl 0.8482 3.8206 0.7341
H -1.0261 5.0890 1.3895
H -0.7137 3.7104 2.4696
C -0.3702 8.4815 0.5908
Cl -0.9886 7.6400 2.0221
Cl -0.0506 7.4192 -0.7946
H -1.0968 9.2229 0.2897
H 0.5613 8.9517 0.8689
C -5.2219 1.3117 7.7789
Cl -6.6718 2.3194 7.8287
Cl -3.7422 2.2506 7.9874
H -5.2804 0.5812 8.5733
H -5.1779 0.8258 6.8170
C 0.9620 -5.6056 4.5272
Cl 2.7177 -5.5075 4.6383
Cl 0.2898 -4.3201 3.4914
H 0.6931 -6.5599 4.0987
H 0.5410 -5.4969 5.5160
C -4.5822 -1.9136 -3.3017
Cl -5.9928 -0.8689 -3.4517
Cl -3.3362 -1.1773 -2.2754
H -4.8862 -2.8491 -2.8540
H -4.1616 -2.0807 -4.2826
C -4.5514 5.9069 -0.2596
Cl -2.9335 6.4291 -0.7550
Cl -5.8202 6.9744 -0.8623
H -4.7239 4.9129 -0.6511
H -4.5892 5.9051 0.8228
C -4.5093 3.2790 3.3887
Cl -3.7934 4.7054 4.1383
Cl -3.5552 1.8179 3.6905
H -5.5006 3.1279 3.7922
H -4.5488 3.4358 2.3195
C 4.3023 5.3277 1.6477
Cl 4.1517 3.7166 0.9298
Cl 4.9496 5.2666 3.2865
H 4.9693 5.9121 1.0308
H 3.3175 5.7740 1.6796
C 0.0702 0.5720 -3.8165
Cl 0.6447 1.8247 -2.7043
Cl 0.9120 -0.9720 -3.5841
H -0.9859 0.4156 -3.6443
H 0.2449 0.9097 -4.8275
C 2.6507 5.0468 -3.8039
Cl 1.8166 4.7795 -2.2685
Cl 4.0664 3.9962 -3.9434
H 1.9686 4.8217 -4.6120
H 2.9688 6.0783 -3.8532
C 6.0670 1.0074 -5.3794
Cl 6.7613 2.2415 -4.3269
Cl 6.7676 -0.5917 -5.0896
H 5.0047 0.9511 -5.1866
H 6.2528 1.2858 -6.4067
C -7.4674 2.0109 -5.9358
Cl -8.8865 3.0431 -6.1063
Cl -6.2271 2.7418 -4.9045
H -7.7733 1.0751 -5.4901
H -7.0410 1.8453 -6.9146
C 6.9744 -4.2217 -5.0905
Cl 6.0779 -4.3683 -3.5685
Cl 8.2947 -5.3842 -5.1980
H 6.2904 -4.3979 -5.9079
H 7.3865 -3.2249 -5.1438
```

No. 2
Below is a 8-piece molecular cluster, C27H48Cl2O21 overall at a distorted geometry, with properties calculated with wB97M-V/def2-TZVPD.

The energy above the lowest of the compared OMol25 structures with the same formula, charge and spin comes out at 63.8 kJ/mol. The calculation puts the HOMO-LUMO gap at 10.3 eV. Its spin multiplicity is 1. Its SMILES is CCOC(=O)OC.CCOC(=O)OC.CCOC(=O)OC.CCOC(=O)OC.O=C1OCCO1.O=C1OCCO1.O=C1OCCO1.ClCCCl. The calculation puts the total energy at -96815.8815 eV.

Structure (XYZ):
```
98
C27H48Cl2O21, DFT wB97M-V/def2-TZVPD
C 1.8637 6.4330 0.5593
C 2.2000 7.9218 0.3757
O 2.4411 8.2638 -0.9501
C 2.8168 9.5296 -1.2628
O 2.6552 10.5585 -0.5966
O 3.2761 9.5388 -2.5163
C 3.6484 10.7015 -3.2512
H 2.5982 5.7581 0.1199
H 0.9071 6.1018 0.1552
H 1.9809 6.3458 1.6395
H 3.1545 7.8912 0.9012
H 1.5167 8.5838 0.9076
H 3.4726 10.4195 -4.2894
H 4.7349 10.7811 -3.2885
H 3.2049 11.6690 -3.0161
C -4.5823 8.6319 4.9955
C -3.4418 7.6966 4.7770
O -3.9126 6.3361 4.5906
C -3.1464 5.2096 4.8426
O -1.9135 5.1691 5.1772
O -4.0329 4.1555 4.8604
C -3.6158 2.8865 5.3585
H -5.1745 8.6864 4.0820
H -4.2875 9.6167 5.3578
H -5.2120 8.2301 5.7893
H -2.7309 7.7049 5.6032
H -2.7604 7.9283 3.9584
H -4.3208 2.0558 5.3240
H -3.1733 2.8719 6.3545
H -2.8376 2.5577 4.6698
C -3.3187 -7.7475 -4.0031
C -2.5372 -8.7091 -4.8873
O -2.1367 -9.7289 -4.1112
C -1.2590 -10.7068 -4.5185
O -0.6359 -10.7787 -5.5753
O -1.2217 -11.6687 -3.5434
C -0.4343 -12.8575 -3.6951
H -3.6702 -6.9419 -4.6478
H -2.6744 -7.2905 -3.2521
H -4.1298 -8.1225 -3.3789
H -1.7368 -8.2327 -5.4534
H -3.1571 -9.0964 -5.6959
H -0.6843 -13.6459 -2.9851
H 0.6058 -12.5507 -3.5850
H -0.5995 -13.3247 -4.6660
C 3.1405 1.9717 4.6722
C 3.4027 2.4971 6.0773
O 3.1606 3.8278 6.0158
C 2.6725 4.4733 7.0633
O 2.4174 3.9466 8.1861
O 2.5293 5.7504 6.7065
C 2.2599 6.7854 7.6015
H 3.7898 2.5761 4.0389
H 2.1152 2.1110 4.3295
H 3.3827 0.9098 4.7152
H 4.3891 2.1964 6.4306
H 2.6912 1.9634 6.7073
H 3.1244 7.4291 7.7643
H 1.7687 6.4511 8.5153
H 1.5311 7.4332 7.1143
O -0.0157 -1.8759 -4.0083
C 0.8135 -2.5000 -4.7182
O 2.0975 -2.1605 -4.9798
C 2.6646 -3.0203 -5.9524
C 1.4577 -3.6723 -6.5436
O 0.4599 -3.4472 -5.6128
H 3.1874 -2.5128 -6.7632
H 3.3761 -3.6608 -5.4313
H 1.7142 -4.7065 -6.7734
H 1.3254 -3.1640 -7.4987
O 1.6103 -7.3867 -1.1993
C 2.5467 -7.9732 -1.7099
O 2.8427 -8.0230 -3.0315
C 4.0014 -8.8153 -3.3612
C 4.4255 -9.2428 -2.0032
O 3.4663 -8.7166 -1.0557
H 3.6689 -9.6975 -3.9083
H 4.8440 -8.4766 -3.9641
H 5.3874 -8.8324 -1.6958
H 4.4193 -10.3327 -2.0139
O -1.7305 0.4645 0.7895
C -1.2848 -0.6584 0.8653
O -1.9419 -1.7589 1.3695
C -1.2730 -3.0139 1.1050
C 0.0957 -2.4919 0.7872
O -0.0799 -1.0964 0.5649
H -1.2468 -3.7296 1.9267
H -1.7661 -3.5212 0.2757
H 0.4684 -2.9937 -0.1058
H 0.8217 -2.5704 1.5965
Cl -5.0310 1.0516 -4.5048
C -5.3590 1.8596 -2.9337
C -6.1012 0.8376 -1.9497
Cl -7.7941 0.5057 -2.3744
H -6.1190 2.6405 -2.9632
H -4.3980 2.2018 -2.5498
H -6.1878 1.3859 -1.0117
H -5.4797 -0.0499 -1.8308
```

No. 3
Below is C27H48F2LiNO31S2 as an isolated structure at a distorted geometry, with properties calculated with wB97M-V/def2-TZVPD.

The calculation puts the HOMO-LUMO gap at 10.3 eV. Its spin multiplicity is 1. The calculation puts the total energy at -121051.8949 eV.

Structure (XYZ):
```
112
C27H48F2LiNO31S2, DFT wB97M-V/def2-TZVPD
Li -3.6634 13.7766 20.5086
N -4.2666 15.5921 20.2983
S -3.9875 16.8968 21.1494
O -5.1467 17.6569 21.4966
O -2.7799 17.5934 20.8452
F -3.7015 16.2004 22.5501
S -5.1766 16.2483 19.0701
O -4.5232 17.3595 18.4705
O -6.5827 16.2778 19.2399
F -4.9877 15.0587 18.0422
C -8.3650 17.4784 21.5966
C -9.1224 17.6680 20.2829
O -10.5164 17.6725 20.6231
C -10.6558 17.4467 21.9620
O -11.6989 17.4207 22.5446
O -9.4381 17.3131 22.5398
H -7.7695 18.3560 21.8550
H -7.7082 16.6127 21.5819
H -8.9207 16.8377 19.6078
H -8.9443 18.6150 19.7765
C -5.6282 18.7050 25.8817
C -4.3431 17.8956 25.5630
O -4.8722 16.5771 25.4176
C -6.1949 16.6433 25.1464
O -6.8820 15.6889 24.9535
O -6.6656 17.9044 25.3176
H -5.5028 19.6347 25.3362
H -5.7711 18.8704 26.9443
H -3.6082 18.0328 26.3594
H -3.7876 18.1525 24.6592
C -0.7032 18.8109 17.7191
C -1.4975 18.9631 16.4144
O -0.8013 19.9690 15.6534
C 0.0944 20.5498 16.4507
O 0.7941 21.4310 16.1026
O 0.1184 20.0340 17.7017
H -0.0121 17.9653 17.6512
H -1.3425 18.6014 18.5751
H -2.5012 19.3940 16.5155
H -1.5729 18.0552 15.8134
C -0.4286 20.3285 21.1990
O 0.2006 21.5067 21.7262
C -0.4830 22.6484 21.6854
O -1.6090 22.7650 21.3238
O 0.2681 23.6897 21.9933
C 1.6300 23.5064 22.3557
H -0.3858 20.4365 20.1158
H -1.4338 19.9990 21.4612
H 0.2715 19.5690 21.5448
H 1.6823 22.9654 23.2992
H 2.1434 24.4615 22.4115
H 2.1870 22.9541 21.5946
C -8.0731 15.3802 16.2351
O -7.0877 14.9076 15.3422
C -7.2605 13.6926 14.8071
O -8.1136 12.9321 15.1366
O -6.1982 13.4828 14.0204
C -5.9919 12.1139 13.7018
H -9.0789 15.3032 15.8174
H -7.8915 16.4306 16.4389
H -8.0797 14.8379 17.1818
H -4.9892 12.1162 13.2732
H -6.6755 11.7645 12.9304
H -5.9720 11.3703 14.4981
C -6.4346 24.5187 22.9128
O -6.4120 23.4249 22.0071
C -5.4831 22.4880 22.2173
O -4.7718 22.4300 23.1924
O -5.4787 21.6282 21.1976
C -4.4032 20.7203 21.1270
H -7.3507 25.0854 22.8392
H -5.5599 25.1568 22.7547
H -6.2598 24.1538 23.9275
H -3.4983 21.1121 20.6666
H -4.7144 19.9266 20.4459
H -4.1670 20.1662 22.0274
C -3.0111 10.7827 17.2201
O -2.2793 11.9606 16.9291
C -2.2060 12.8519 17.8796
O -2.6304 12.6921 18.9969
O -1.6438 13.9228 17.4020
C -1.5874 15.0772 18.2588
H -2.5953 10.1888 18.0284
H -3.0390 10.2023 16.2990
H -4.0704 10.9803 17.4063
H -0.8162 15.7545 17.9282
H -1.3569 14.6784 19.2500
H -2.5723 15.5190 18.3892
C -6.8416 13.5648 22.4632
O -7.4107 13.4885 21.1521
C -6.6068 13.1176 20.1759
O -5.4520 12.8540 20.3106
O -7.2988 13.0866 19.0719
C -6.6885 12.4527 17.9358
H -6.1172 14.3594 22.6418
H -6.4531 12.6370 22.8810
H -7.7053 13.8387 23.0689
H -6.0408 13.0777 17.3270
H -7.5426 12.2124 17.3049
H -6.3000 11.4968 18.2815
C -3.5437 13.6872 24.9248
O -2.2277 13.8884 24.3846
C -1.9583 13.5464 23.1641
O -2.7373 13.4929 22.2518
O -0.6518 13.3855 23.0412
C -0.1326 13.2403 21.7427
H -3.6124 12.7138 25.4046
H -4.2662 13.6417 24.1076
H -3.7122 14.5482 25.5512
H 0.9471 13.3351 21.8247
H -0.4494 14.0172 21.0510
H -0.3621 12.2755 21.2928
```

No. 4
Below is C27H48HfOP2 as an isolated structure at a distorted geometry, with properties calculated with wB97M-V/def2-TZVPD.

The energy above the lowest of the compared OMol25 structures with the same formula, charge and spin comes out at 109.4 kJ/mol. Its charge is +2. The calculation puts the HOMO-LUMO gap at 5.5 eV. Its spin multiplicity is 1. The calculation puts the total energy at -50688.8660 eV.

Structure (XYZ):
```
79
C27H48HfOP2, DFT wB97M-V/def2-TZVPD
P 3.0110 3.2014 -2.5970
P 4.4898 -0.1965 -2.7569
C 4.7338 2.6597 -3.1298
C 4.9210 1.2808 -3.7638
H 5.3951 2.8080 -2.2640
H 5.0011 3.4154 -3.8824
H 4.3761 1.1823 -4.7125
H 5.9935 1.1482 -3.9718
C 6.0848 -0.3418 -1.8463
H 6.0728 -1.1580 -1.1184
H 6.3491 0.5921 -1.3426
H 6.8562 -0.5616 -2.5946
C 4.7005 -1.4830 -4.0200
H 5.7677 -1.6033 -4.2170
H 4.1886 -1.1750 -4.9343
H 4.2937 -2.4320 -3.6613
C 3.5789 4.7715 -1.8743
H 2.7374 5.2952 -1.4059
H 3.9899 5.3807 -2.6864
H 4.3600 4.5802 -1.1279
C 2.4255 3.6837 -4.2523
H 2.4441 2.8314 -4.9388
H 3.1192 4.4568 -4.6093
H 1.4181 4.0991 -4.1884
Hf -0.6740 0.2222 -0.9370
C 2.5996 -1.5597 -1.2429
C 3.3878 -1.1811 -0.1808
C 3.7157 0.1946 0.2734
C 2.6637 1.1912 0.9710
C 1.4713 1.7600 0.3540
C 1.1027 1.7792 -1.0080
C 1.7969 0.7822 -1.9554
C 1.4290 -0.7000 -1.9863
C -2.2946 0.1883 -2.3226
H 2.4989 -2.6342 -1.4761
H 3.8169 -1.9724 0.4191
H 4.2506 0.7942 -0.4795
H 4.4965 0.0759 1.0482
H 2.4078 0.7558 1.9569
H 3.2862 2.0799 1.2570
H 1.0064 2.5460 0.9509
H 0.8524 2.7525 -1.4560
H 2.8554 0.8646 -1.6720
H 1.8306 1.1645 -3.0004
H 0.1727 -1.0370 -1.9068
H 1.5193 -0.9972 -3.0625
H -2.7834 -0.8155 -2.4155
H -2.1258 0.6168 -3.3397
H -3.0112 0.8614 -1.7862
C 1.2981 -4.3307 2.3907
C 0.4713 -3.5950 1.3168
C 0.0823 -4.5595 0.1972
C -0.8056 -2.9970 1.9240
C -1.5607 -3.8435 2.7486
C -2.7194 -3.4099 3.3859
C -3.0896 -2.0847 3.2389
C -2.3527 -1.1960 2.4348
C -2.8624 0.2381 2.3550
C -4.1211 0.2841 1.4974
C -3.1777 0.7767 3.7583
C -1.3204 -1.7024 1.5989
O -0.9869 -1.0276 0.5088
H 0.7678 -5.2180 2.7433
H 1.4705 -3.6809 3.2558
H 2.2651 -4.6504 1.9945
H 1.0895 -2.7835 0.9000
H -0.4672 -5.4136 0.6227
H -0.5847 -4.0731 -0.5266
H 0.9566 -4.9521 -0.3363
H -1.2293 -4.8694 2.9027
H -3.3078 -4.0806 4.0102
H -3.9607 -1.7069 3.7660
H -2.0803 0.8824 1.9052
H -4.8938 -0.3646 1.9406
H -4.5289 1.3042 1.4266
H -3.9335 -0.0829 0.4824
H -2.3241 0.6646 4.4271
H -3.4534 1.8361 3.7158
H -4.0203 0.2306 4.1961
```

No. 5
Below is a 8-piece molecular cluster, C27H48O24 overall at a distorted geometry, with properties calculated with wB97M-V/def2-TZVPD.

The energy above the lowest of the compared OMol25 structures with the same formula, charge and spin comes out at 899.5 kJ/mol. The calculation puts the HOMO-LUMO gap at 10.3 eV. Its spin multiplicity is 1. Its SMILES is C[C@H]1COC(=O)O1.C[C@H]1COC(=O)O1.C[C@H]1COC(=O)O1.COC(=O)OC.COC(=O)OC.COC(=O)OC.COC(=O)OC.COC(=O)OC. The calculation puts the total energy at -77907.5439 eV.

Structure (XYZ):
```
99
C27H48O24, DFT wB97M-V/def2-TZVPD
C -5.7320 -21.1740 -4.5330
C -4.9370 -20.1260 -5.2940
C -3.6560 -20.5090 -5.9440
O -3.7240 -19.8960 -7.1790
C -4.8810 -19.1800 -7.2660
O -5.0980 -18.2190 -8.0580
O -5.6350 -19.4980 -6.3320
H -6.8460 -21.1040 -4.5660
H -5.5090 -21.0550 -3.5250
H -5.3580 -22.1360 -4.8790
H -4.7980 -19.3220 -4.5820
H -3.5110 -21.5510 -6.0830
H -2.8640 -19.9640 -5.4350
C -2.8220 -15.5340 -7.8170
C -2.6990 -15.3960 -6.2690
C -4.0030 -15.7250 -5.4860
O -3.6490 -17.0010 -4.8980
C -2.3210 -17.1250 -4.8270
O -1.7900 -18.0320 -4.1160
O -1.7280 -16.2620 -5.6540
H -3.5010 -14.7850 -8.3030
H -3.2700 -16.5440 -8.0260
H -1.8630 -15.4570 -8.4140
H -2.4110 -14.3390 -6.1830
H -4.7910 -15.6810 -6.1710
H -4.3310 -14.9800 -4.7500
C -0.2490 -18.9200 -7.3100
C -0.2050 -20.3630 -7.6790
C 1.1070 -20.7610 -8.3090
O 1.4640 -21.8750 -7.6560
C 0.7790 -22.0250 -6.5560
O 0.9680 -22.7530 -5.5670
O -0.2200 -21.1790 -6.5300
H 0.1620 -18.2530 -8.0450
H 0.2870 -18.6010 -6.4400
H -1.2810 -18.5800 -7.2500
H -1.0800 -20.6990 -8.2150
H 1.9620 -20.1260 -8.1100
H 1.0760 -20.9120 -9.3510
C -2.8250 -16.9350 -13.1140
O -3.8740 -16.5540 -12.2380
C -4.1360 -15.2780 -11.8670
O -3.3150 -14.2500 -12.3230
O -5.1720 -15.0140 -11.0320
C -5.2760 -13.6630 -10.4590
H -2.7160 -18.0370 -13.2020
H -1.8810 -16.6950 -12.8150
H -2.9180 -16.4230 -14.0430
H -5.2670 -12.8670 -11.1910
H -4.2930 -13.4610 -9.9890
H -6.0860 -13.4720 -9.7240
C 3.6030 -16.0990 -14.9590
O 2.3240 -16.1170 -14.3640
C 1.4230 -15.1890 -14.7840
O 1.7530 -14.3850 -15.8990
O 0.3150 -14.9560 -14.0690
C -0.6330 -13.9270 -14.3520
H 4.3760 -15.5080 -14.4710
H 3.5810 -16.0860 -16.1110
H 4.0630 -17.1870 -14.7690
H -0.3500 -13.4190 -15.2000
H -0.6670 -13.2590 -13.4990
H -1.5870 -14.3660 -14.5330
C 4.8700 -14.5720 -9.6820
O 3.6190 -13.7960 -9.5810
C 2.6410 -14.0140 -10.4700
O 2.8330 -14.6950 -11.7630
O 1.4130 -13.7110 -9.9180
C 0.2530 -13.6640 -10.7750
H 5.0140 -15.0480 -8.6490
H 5.7900 -13.9820 -9.8490
H 4.8420 -15.3120 -10.4660
H 0.2830 -13.2720 -11.7370
H -0.4460 -13.1550 -10.0670
H -0.0850 -14.7400 -10.8690
C 1.2850 -17.5240 -12.0360
O 0.4650 -18.4680 -11.4520
C -0.4980 -18.2710 -10.6590
O -0.7860 -17.0690 -10.0860
O -1.2340 -19.2890 -10.4370
C -2.5830 -19.0870 -10.1060
H 0.6550 -16.8470 -12.6220
H 2.0050 -18.0080 -12.8380
H 1.7940 -16.9520 -11.3370
H -3.1310 -18.6200 -10.8700
H -2.6690 -18.4990 -9.1710
H -3.0440 -20.0950 -9.9900
C 4.1140 -18.0080 -10.3370
O 4.9560 -18.7950 -9.5180
C 6.1620 -18.2560 -9.1260
O 6.4250 -16.9570 -9.5250
O 7.0750 -18.9700 -8.5020
C 8.4120 -18.4500 -8.4600
H 4.4970 -17.7740 -11.3690
H 3.7450 -17.0760 -9.8460
H 3.2850 -18.6660 -10.5420
H 8.3730 -17.4680 -7.9460
H 8.8100 -18.3270 -9.4290
H 9.0870 -18.9700 -7.8070
```